Density functional theory data (ωB97M-V/def2-TZVPD) for 8 unconnected molecules or ions with the total composition C50H47ClN9O18 in a non-equilibrium geometry.

The geometry in ORCA input format:
```
! wB97M-V def2-TZVPD RIJCOSX def2/J DEFGRID3
* xyz 1 1
C 1.10 3.67 0.02
C -0.27 3.56 -0.74
C -0.18 2.49 -1.88
Cl -0.72 3.30 -3.43
N -1.10 1.30 -1.70
C -0.97 0.61 -0.38
C 0.37 -0.20 -0.26
O 0.41 -1.33 -0.57
O 1.43 0.50 0.26
C 2.65 0.27 -0.43
C 2.77 -0.06 -1.94
O 3.64 0.39 0.19
O -2.45 1.60 -2.00
C -2.86 0.70 -2.92
N -2.99 -0.01 -3.78
H 1.86 2.97 -0.39
H 1.56 4.68 -0.06
H 0.99 3.38 1.09
H -1.13 3.34 -0.06
H -0.48 4.58 -1.14
H 0.85 2.12 -2.08
H -0.81 0.61 -2.41
H -1.14 1.27 0.51
H -1.77 -0.17 -0.35
H 3.20 0.82 -2.46
H 1.85 -0.46 -2.41
H 3.55 -0.87 -2.03
C 8.53 -0.55 -0.32
C 7.16 -0.72 -0.19
C 6.43 -1.28 -1.23
C 7.09 -1.65 -2.39
C 8.46 -1.48 -2.54
C 9.18 -0.93 -1.49
N 6.31 -2.26 -3.48
O 5.10 -2.37 -3.30
O 6.89 -2.61 -4.48
H 9.10 -0.13 0.50
H 6.66 -0.43 0.72
H 5.37 -1.40 -1.13
H 8.97 -1.78 -3.45
H 10.25 -0.79 -1.59
C -0.74 1.29 6.79
C -0.67 2.64 6.47
C -0.94 3.06 5.18
C -1.29 2.12 4.22
C -1.36 0.77 4.53
C -1.08 0.35 5.82
N -1.60 2.56 2.86
O -1.52 3.74 2.61
O -1.94 1.70 2.04
H -0.53 0.96 7.81
H -0.40 3.36 7.23
H -0.88 4.12 4.94
H -1.62 0.03 3.78
H -1.13 -0.70 6.08
C -2.52 -3.17 -3.42
C -2.58 -4.23 -4.31
C -1.71 -5.30 -4.17
C -0.78 -5.29 -3.13
C -0.71 -4.23 -2.24
C -1.58 -3.16 -2.39
N 0.13 -6.43 -2.97
O 0.05 -7.34 -3.78
O 0.90 -6.40 -2.03
H -3.21 -2.34 -3.52
H -3.31 -4.23 -5.11
H -1.76 -6.12 -4.86
H 0.01 -4.22 -1.44
H -1.54 -2.33 -1.70
C -5.24 8.11 3.86
C -4.35 7.52 2.97
C -3.15 7.00 3.44
C -2.85 7.08 4.79
C -3.73 7.68 5.68
C -4.93 8.20 5.21
N -1.60 6.51 5.29
O -0.84 6.00 4.47
O -1.38 6.57 6.48
H -6.17 8.51 3.49
H -4.59 7.45 1.92
H -2.46 6.53 2.74
H -3.50 7.75 6.74
H -5.63 8.68 5.91
C 2.63 -10.07 -4.55
C 1.39 -9.91 -3.94
C 0.55 -11.01 -3.78
C 0.97 -12.26 -4.23
C 2.21 -12.42 -4.84
C 3.04 -11.32 -5.00
N 0.10 -13.42 -4.03
O -0.98 -13.24 -3.51
O 0.51 -14.50 -4.40
H 3.29 -9.22 -4.67
H 1.07 -8.93 -3.60
H -0.41 -10.88 -3.31
H 2.53 -13.39 -5.19
H 4.00 -11.44 -5.47
C -4.25 9.84 12.03
C -4.36 8.66 11.31
C -4.93 8.67 10.04
C -5.39 9.87 9.52
C -5.29 11.05 10.23
C -4.72 11.04 11.49
N -5.97 9.89 8.17
O -6.06 8.82 7.57
O -6.33 10.96 7.72
H -3.79 9.84 13.01
H -3.99 7.73 11.73
H -5.01 7.75 9.49
H -5.65 11.99 9.82
H -4.63 11.96 12.06
C 3.20 -4.39 -8.83
C 2.77 -5.27 -7.84
C 1.44 -5.27 -7.45
C 0.55 -4.40 -8.06
C 0.97 -3.51 -9.04
C 2.31 -3.51 -9.42
N -0.86 -4.42 -7.67
O -1.19 -5.20 -6.79
O -1.62 -3.66 -8.24
H 4.24 -4.39 -9.13
H 3.47 -5.95 -7.38
H 1.11 -5.96 -6.69
H 0.28 -2.82 -9.51
H 2.65 -2.82 -10.19
*
```

The value obtained for the LUMO energy is -3.93 eV. The calculation puts the strongest force on any atom at 0.0860 Eh/bohr. Its HOMO energy is -0.3929 Eh. For the total energy, the calculation gives -4239.7817 Ha.

Mulliken atomic charge list, values in e, 2 entries: number 1, C, carries -0.8069; number 2, C, carries -0.5559